{"formula": "C5H30NO13", "method": "ωB97M-V/def2-TZVPD", "de_lowest_kj_mol": 62.4, "total_energy_ha": -1241.49847, "total_charge": -1, "e_lumo_ev": 2.21, "symbols": ["N", "C", "C", "C", "C", "C", "O", "O", "H", "H", "H", "H", "H", "H", "H", "H", "H", "H", "O", "H", "H", "O", "H", "H", "O", "H", "H", "O", "H", "H", "O", "H", "H", "O", "H", "H", "O", "H", "H", "O", "H", "H", "O", "H", "H", "O", "H", "H", "O"], "xyz": [[-0.15963, 1.64950, 0.93125], [0.89190, 2.12176, 1.80032], [2.26414, 1.87359, 1.15156], [1.90336, 1.16225, -0.17983], [0.48003, 0.63676, 0.07719], [0.49266, -0.80617, 0.74310], [-0.56001, -1.04833, 1.37579], [1.47816, -1.52127, 0.49954], [-0.43438, 2.36777, 0.26265], [0.67632, 3.09049, 2.25784], [0.88638, 1.50115, 2.70797], [2.76931, 1.13574, 1.78142], [2.96113, 2.71080, 1.12685], [2.67841, 0.42463, -0.35255], [1.94180, 1.94105, -0.93964], [-0.05120, 0.47307, -0.86153], [0.75453, 2.39559, -3.51389], [1.57297, 2.85011, -2.42817], [0.99607, 3.24730, -3.09573], [-4.01146, 1.87989, -1.54117], [-2.71374, 2.08867, -0.72303], [-3.55555, 2.49038, -0.94845], [1.67412, -2.58492, 2.93875], [2.52800, -1.70610, 2.16388], [2.47147, -2.05371, 3.07196], [-0.59554, -2.53506, -1.04458], [-1.31990, -1.40117, -0.54822], [-1.20403, -1.87091, -1.40083], [4.05841, -1.07257, 1.01306], [4.03989, -1.28926, -0.50329], [4.50465, -0.82578, 0.19878], [-2.61231, -0.30327, -2.44975], [-3.95355, -0.26619, -1.77414], [-3.47572, 0.13103, -2.51342], [1.83759, 0.29506, -4.11406], [0.39072, -0.05864, -4.17811], [0.99402, 0.66444, -4.42362], [-0.62667, -0.33999, 3.90956], [-1.89707, -1.10190, 3.92198], [-1.43812, -0.41508, 4.42822], [-2.08055, -0.03990, 1.23841], [-3.28227, 0.91436, 0.86825], [-2.92613, 0.02933, 0.74134], [0.37871, -3.89697, -2.21260], [0.18253, -2.72053, -3.11567], [0.50785, -3.63081, -3.12891], [-3.23820, -1.47570, 1.96254], [-3.05456, -2.96487, 2.16047], [-3.12453, -2.14562, 2.65851]]}

---

{"formula": "C54H141N10O24", "method": "ωB97M-V/def2-TZVPD", "de_lowest_kj_mol": 632.8, "total_energy_ha": -4494.40883, "total_charge": 3, "e_lumo_ev": -6.14, "symbols": ["C", "C", "C", "O", "C", "N", "H", "H", "H", "H", "H", "H", "H", "H", "H", "H", "H", "H", "C", "C", "C", "O", "C", "N", "H", "H", "H", "H", "H", "H", "H", "H", "H", "H", "H", "H", "C", "C", "C", "O", "C", "N", "H", "H", "H", "H", "H", "H", "H", "H", "H", "H", "H", "H", "C", "C", "C", "O", "C", "N", "H", "H", "H", "H", "H", "H", "H", "H", "H", "H", "H", "H", "C", "C", "C", "O", "C", "N", "H", "H", "H", "H", "H", "H", "H", "H", "H", "H", "H", "H", "C", "C", "C", "O", "C", "N", "H", "H", "H", "H", "H", "H", "H", "H", "H", "H", "H", "H", "C", "C", "C", "O", "C", "N", "H", "H", "H", "H", "H", "H", "H", "H", "H", "H", "H", "H", "C", "C", "C", "O", "C", "N", "H", "H", "H", "H", "H", "H", "H", "H", "H", "H", "H", "H", "C", "C", "C", "O", "C", "N", "H", "H", "H", "H", "H", "H", "H", "H", "H", "H", "H", "H", "C", "C", "C", "O", "C", "N", "H", "H", "H", "H", "H", "H", "H", "H", "H", "H", "H", "H", "C", "C", "O", "O", "H", "H", "H", "C", "C", "O", "O", "H", "H", "H", "C", "C", "O", "O", "H", "H", "H", "C", "C", "O", "O", "H", "H", "H", "C", "C", "O", "O", "H", "H", "H", "C", "C", "O", "O", "H", "H", "H", "C", "C", "O", "O", "H", "H", "H"], "xyz": [[-1.58919, 4.87775, -4.93294], [-0.90214, 5.95084, -5.79357], [-0.40289, 5.35846, -7.05518], [0.33224, 6.30621, -7.78048], [1.01533, 5.75193, -8.88552], [-1.90885, 7.04792, -6.18258], [-1.50375, 7.57267, -6.96649], [-2.86897, 6.77888, -6.39566], [-1.96924, 7.74872, -5.44054], [-2.52003, 4.62107, -5.44243], [-1.87016, 5.20804, -3.93282], [-0.90378, 4.03229, -4.85836], [-0.07880, 6.45300, -5.28613], [-1.18846, 4.97483, -7.72253], [0.27827, 4.53753, -6.79177], [1.73324, 6.45414, -9.30710], [0.39860, 5.52987, -9.76311], [1.54563, 4.83311, -8.62742], [-6.39355, -2.16778, -0.73998], [-5.41497, -3.14900, -0.09437], [-5.34864, -4.53074, -0.64836], [-4.25902, -5.30087, -0.22221], [-4.01999, -6.46256, -0.98856], [-4.02861, -2.49397, -0.03839], [-3.82022, -1.96964, -0.89569], [-3.99127, -1.83921, 0.73071], [-3.38201, -3.27446, 0.11028], [-6.27476, -2.16688, -1.82447], [-6.34641, -1.13924, -0.39039], [-7.41229, -2.50563, -0.53874], [-5.62953, -3.30361, 0.96979], [-5.27193, -4.38190, -1.74007], [-6.27105, -5.10962, -0.54710], [-4.87920, -7.13512, -0.89877], [-3.20888, -7.02382, -0.53034], [-3.80942, -6.25900, -2.04021], [6.74904, 3.43586, -0.10303], [5.37775, 3.62993, -0.65772], [4.84216, 2.48178, -1.50923], [3.52107, 2.79963, -1.82452], [2.78040, 1.73572, -2.40891], [4.41601, 4.07353, 0.44245], [4.73213, 5.00966, 0.67851], [3.46223, 4.12181, 0.06783], [4.33495, 3.46306, 1.26338], [7.02791, 4.14809, 0.67341], [7.53290, 3.40766, -0.86162], [6.90135, 2.44395, 0.33604], [5.39300, 4.52856, -1.27833], [4.82973, 1.51215, -0.99307], [5.55321, 2.31828, -2.32768], [2.27389, 1.12027, -1.66649], [3.39706, 1.04806, -2.98869], [2.04081, 2.05774, -3.14186], [0.06085, 5.47195, 2.78995], [1.38330, 5.10589, 3.44328], [1.32686, 4.93802, 4.94167], [2.54898, 4.51827, 5.50300], [2.70610, 4.91558, 6.85692], [1.74591, 3.77954, 2.76339], [2.71713, 3.51897, 2.93282], [1.18198, 2.99599, 3.11861], [1.49376, 3.72687, 1.77516], [-0.66947, 4.75916, 3.19888], [0.04222, 5.32064, 1.71211], [-0.35146, 6.45032, 3.03156], [2.08177, 5.84864, 3.05983], [0.45626, 4.37459, 5.30209], [1.09753, 5.92059, 5.37606], [1.86743, 5.38898, 7.37305], [3.47819, 5.69036, 6.86510], [3.04066, 4.09259, 7.48666], [0.54222, -1.15513, -3.86559], [1.88872, -0.72293, -4.34773], [3.07087, -1.45463, -3.73640], [2.99717, -1.15885, -2.35458], [4.12804, -1.57251, -1.59112], [2.01803, -0.72907, -5.88150], [1.25716, -0.11447, -6.21704], [2.85064, -0.26391, -6.24372], [1.89504, -1.61578, -6.36584], [0.50916, -1.09158, -2.77771], [0.31971, -2.16727, -4.21812], [-0.31219, -0.53386, -4.15173], [1.90591, 0.36306, -4.24456], [3.99782, -1.02485, -4.13192], [3.04628, -2.52845, -3.95014], [4.32911, -0.81360, -0.83526], [5.03242, -1.48804, -2.20506], [3.92622, -2.55831, -1.17851], [-1.55239, -7.52147, -5.57643], [-0.37658, -6.54417, -5.62666], [0.11624, -5.98436, -4.31112], [-0.87550, -5.16968, -3.73122], [-0.90882, -5.18272, -2.29601], [0.78047, -7.17431, -6.38026], [1.59920, -6.57744, -6.49798], [1.00758, -8.09486, -5.99783], [0.47624, -7.34993, -7.34290], [-1.28346, -8.48598, -5.14256], [-1.87686, -7.72822, -6.59785], [-2.36929, -7.06308, -5.02606], [-0.64732, -5.67450, -6.22875], [0.99719, -5.33721, -4.43581], [0.46593, -6.72067, -3.57753], [-0.86166, -6.21924, -1.95871], [-1.70372, -4.56751, -1.88986], [0.01292, -4.77704, -1.86103], [2.43020, -2.50952, 4.63931], [3.73132, -1.75861, 4.44803], [3.65773, -0.43328, 5.17103], [3.66366, -0.57664, 6.57866], [3.42230, 0.62223, 7.25565], [4.85360, -2.63296, 4.94702], [5.77332, -2.21530, 4.77462], [4.83608, -2.82610, 5.94978], [5.00651, -3.53752, 4.47758], [1.58164, -1.87003, 4.38626], [2.19352, -2.69673, 5.69172], [2.35076, -3.45652, 4.10662], [3.89631, -1.60506, 3.38079], [2.78767, 0.17004, 4.89779], [4.50484, 0.17954, 4.82547], [3.25074, 0.36125, 8.29969], [2.57201, 1.24121, 6.94970], [4.28750, 1.29470, 7.21567], [-4.19607, -3.62702, 4.49103], [-3.11379, -2.66808, 4.98287], [-2.30101, -3.23248, 6.12306], [-1.31989, -2.32692, 6.53310], [-0.59742, -2.80229, 7.65291], [-2.18157, -2.39780, 3.80599], [-1.36930, -1.85761, 4.12956], [-1.75108, -3.19073, 3.31735], [-2.57510, -1.70312, 3.17954], [-5.10219, -3.45883, 5.06921], [-3.85097, -4.66010, 4.46149], [-4.44744, -3.45190, 3.44111], [-3.49425, -1.67131, 5.20645], [-1.94745, -4.23152, 5.83976], [-3.01148, -3.43049, 6.93726], [0.25851, -3.42793, 7.37682], [-1.16702, -3.43331, 8.33852], [-0.17730, -1.94580, 8.17779], [-2.94238, 3.20354, 0.19406], [-3.60792, 3.58015, 1.51786], [-5.11617, 3.59290, 1.35726], [-5.58871, 3.99812, 2.63318], [-6.98014, 3.86975, 2.83730], [-3.28849, 2.52587, 2.55841], [-3.75478, 1.65493, 2.30770], [-2.28752, 2.27963, 2.55853], [-3.46252, 2.73668, 3.54145], [-3.21444, 3.82223, -0.65875], [-3.11898, 2.15229, -0.04510], [-1.85992, 3.35965, 0.25973], [-3.23889, 4.53943, 1.87046], [-5.55850, 2.61143, 1.14396], [-5.41461, 4.24259, 0.53128], [-7.34099, 2.88858, 2.51352], [-7.56331, 4.60121, 2.26781], [-7.29800, 4.05178, 3.86144], [0.81417, -1.82038, 0.94820], [0.75746, -0.66039, -0.02152], [-0.56951, -0.44944, -0.74263], [-0.29228, 0.64423, -1.61358], [-1.28336, 1.13825, -2.47720], [1.07094, 0.57812, 0.80769], [1.02263, 1.45332, 0.25645], [0.45729, 0.64999, 1.62893], [2.05688, 0.51448, 1.11674], [0.90365, -2.81307, 0.50485], [-0.10481, -1.84972, 1.53305], [1.67669, -1.76801, 1.61272], [1.52086, -0.66517, -0.79850], [-1.45203, -0.35511, -0.10311], [-0.74420, -1.26505, -1.45518], [-2.21020, 1.49425, -2.02180], [-1.53600, 0.44548, -3.28785], [-0.86622, 2.01005, -2.98911], [5.50092, 0.38243, 2.11147], [4.00422, 0.60908, 1.84303], [3.34646, -0.42122, 1.59782], [3.49616, 1.75395, 2.00352], [5.57384, -0.07873, 3.09806], [6.02811, 1.31872, 2.32116], [5.99581, -0.14760, 1.30323], [-0.35856, 0.93417, 5.51959], [-0.21247, 0.80055, 3.99424], [-0.25678, 1.85074, 3.25923], [-0.05504, -0.31611, 3.45401], [0.48225, 1.56208, 5.81818], [-0.35771, -0.02324, 6.03233], [-1.25700, 1.50507, 5.75702], [-0.45678, -6.17044, 1.02701], [-0.98949, -5.01339, 1.85827], [-0.86670, -5.03099, 3.09445], [-1.67622, -4.10601, 1.27432], [0.36152, -5.81084, 0.40376], [-1.27966, -6.53871, 0.41221], [-0.13195, -7.01732, 1.62731], [3.02543, -5.39475, 1.72010], [3.84870, -5.93235, 2.87126], [3.48912, -6.98943, 3.42203], [4.79786, -5.19391, 3.26367], [2.19153, -6.05573, 1.47871], [3.58970, -5.31232, 0.78929], [2.51832, -4.47883, 2.03642], [-5.24133, 1.76631, -2.36939], [-4.88063, 0.33530, -2.76093], [-4.17634, -0.34202, -1.95717], [-5.39350, -0.12874, -3.79019], [-4.32788, 2.38934, -2.43307], [-5.46242, 1.89682, -1.30947], [-5.78123, 2.35693, -3.10792], [1.00139, 4.42445, -2.27091], [1.17971, 4.38788, -0.77836], [0.74750, 3.38748, -0.13733], [1.80097, 5.32409, -0.21806], [-0.02092, 4.64147, -2.59558], [1.17571, 3.43590, -2.68940], [1.59029, 5.18763, -2.77567], [-2.07739, 1.57258, -5.94422], [-0.62605, 1.85586, -6.23968], [-0.06053, 1.25834, -7.19165], [-0.00562, 2.65514, -5.46334], [-2.15415, 0.88313, -5.09949], [-2.61847, 1.19818, -6.81272], [-2.67266, 2.42865, -5.61864]]}